# 1
Entry from OMol25: a cluster of 7 separate species, H14O7 in total at a distorted geometry (wB97M-V/def2-TZVPD).

Geometry as XYZ:
```
21
Properties=species:S:1:pos:R:3:mulliken_spin:R:1
O 1.753 0.224 1.489 0.001
H 2.532 -0.330 1.451 0.000
H 1.464 0.170 2.400 0.000
O -1.655 0.761 -2.967 0.525
H -2.124 0.220 -2.332 -0.017
H -1.354 0.143 -3.633 -0.018
O -1.971 -3.017 -1.092 0.004
H -1.882 -3.399 -1.964 0.000
H -1.120 -2.614 -0.918 0.000
O 0.894 -0.761 -2.346 0.493
H 0.679 -0.212 -1.592 -0.009
H 1.111 -1.613 -1.969 -0.018
O -0.440 -0.393 -0.007 0.042
H -1.077 -0.624 0.670 -0.001
H 0.275 0.028 0.471 -0.004
O 2.046 2.989 0.784 0.002
H 1.162 3.357 0.803 0.000
H 1.953 2.121 1.176 0.000
O -0.681 0.603 3.249 0.000
H -1.253 1.005 2.595 0.000
H -0.314 1.343 3.733 0.000
```

As for the HOMO energy (spin up / spin down): -0.5154 / -0.5146 hartree. Its energy above the lowest of the compared OMol25 structures with the same formula, charge and spin is 28.5 kcal/mol. As for the expectation value of S²: 0.758. The multiplicity is 2. The net charge is +1.

***

# 2
Entry from OMol25: a structure of composition C32H30IN2OP2Pd (wB97M-V/def2-TZVPD).

Geometry as XYZ:
```
69
Properties=species:S:1:pos:R:3:lowdin_charge:R:1
Pd -0.410 -0.416 -0.403 0.672
C -3.036 1.224 -1.362 -0.241
P -1.236 1.534 -1.345 1.003
C -0.719 2.152 -2.960 -0.366
C -0.447 3.498 -3.194 -0.081
C -0.053 3.912 -4.458 -0.070
C 0.058 2.990 -5.491 -0.077
C -0.219 1.649 -5.262 -0.089
C -0.596 1.230 -3.998 -0.123
C -0.874 2.822 -0.139 -0.371
C -1.843 3.364 0.699 -0.068
C -1.476 4.285 1.672 -0.065
C -0.149 4.660 1.812 -0.070
C 0.824 4.111 0.984 -0.065
C 0.466 3.188 0.017 -0.107
C -3.306 0.206 -0.302 -0.391
C -4.416 -0.110 0.441 -0.045
C -4.084 -1.246 1.228 -0.044
C -2.786 -1.578 0.930 -0.386
C -1.895 -2.708 1.350 -0.228
P -0.189 -2.062 1.189 1.002
C 0.994 -3.409 0.979 -0.366
C 0.612 -4.661 0.502 -0.082
C 1.571 -5.633 0.251 -0.068
C 2.914 -5.357 0.464 -0.069
C 3.300 -4.108 0.931 -0.070
C 2.347 -3.135 1.185 -0.103
C 0.202 -1.272 2.767 -0.351
C 0.612 -2.041 3.858 -0.084
C 0.849 -1.438 5.081 -0.065
C 0.676 -0.066 5.225 -0.064
C 0.266 0.702 4.146 -0.064
C 0.030 0.102 2.917 -0.082
N -2.303 -0.691 -0.004 -0.139
H -3.249 0.829 -2.362 0.097
H -3.619 2.139 -1.252 0.097
H -0.537 4.219 -2.392 0.109
H 0.160 4.957 -4.639 0.112
H 0.359 3.319 -6.477 0.112
H -0.131 0.931 -6.068 0.110
H -0.795 0.179 -3.812 0.099
H -2.879 3.061 0.614 0.103
H -2.232 4.708 2.320 0.111
H 0.130 5.382 2.568 0.110
H 1.860 4.400 1.097 0.111
H 1.223 2.748 -0.623 0.087
H -5.371 0.390 0.402 0.104
H -4.734 -1.771 1.909 0.104
H -2.021 -3.570 0.691 0.081
H -2.078 -3.034 2.375 0.106
H -0.431 -4.893 0.333 0.095
H 1.266 -6.608 -0.105 0.111
H 3.659 -6.118 0.272 0.110
H 4.347 -3.895 1.106 0.110
H 2.651 -2.164 1.560 0.112
H 0.752 -3.110 3.750 0.113
H 1.167 -2.037 5.924 0.111
H 0.862 0.402 6.182 0.111
H 0.130 1.769 4.254 0.107
H -0.295 0.708 2.078 0.079
N 1.792 -1.549 -2.464 0.210
C 2.256 -0.553 -1.711 -0.663
O 1.606 -0.049 -0.781 -0.158
C 3.608 0.004 -2.025 -0.533
I 3.324 1.700 -3.291 0.906
H 0.873 -1.925 -2.278 0.102
H 2.337 -1.939 -3.213 0.127
H 4.256 -0.697 -2.541 0.055
H 4.068 0.365 -1.113 0.062
```

As for the HOMO energy: -0.3688 hartree. The net charge is +1.

***

# 3
Entry from OMol25: an isolated molecule of C4H11N2O at a distorted geometry (wB97M-V/def2-TZVPD).

Geometry as XYZ:
```
18
Properties=species:S:1:pos:R:3:mulliken_spin:R:1
C 0.046 -0.840 -0.215 -0.004
N -1.271 -1.024 0.391 0.012
C -2.363 -0.015 -0.065 -0.014
O -2.249 1.232 0.388 0.824
C 0.858 0.273 0.457 0.002
C 2.348 0.072 0.122 0.004
N 0.417 1.621 0.102 0.034
H 0.604 -1.774 -0.065 0.001
H -0.004 -0.617 -1.268 -0.004
H -1.672 -1.921 0.061 0.003
H -2.315 -0.058 -1.155 0.075
H -3.287 -0.538 0.249 0.073
H 0.737 0.186 1.537 -0.002
H 2.503 0.014 -0.995 0.000
H 2.806 -0.848 0.598 0.001
H 2.951 0.911 0.523 0.000
H -0.543 1.588 0.282 -0.003
H 0.435 1.740 -0.946 -0.002
```

As for the HOMO energy (spin up / spin down): -0.3388 / -0.3381 hartree. Its energy above the lowest of the compared OMol25 structures with the same formula, charge and spin is 30.7 kcal/mol. As for the expectation value of S²: 0.755. The multiplicity is 2.

***

# 4
Entry from OMol25: a cluster of 6 separate species, H12O6 in total at a distorted geometry (wB97M-V/def2-TZVPD).

Geometry as XYZ:
```
18
Properties=species:S:1:pos:R:3:lowdin_charge:R:1
H 1.015 -0.333 0.202 0.042
H -0.441 -0.158 0.291 -0.014
H 3.238 -2.188 -1.816 -0.020
H 1.931 -2.938 -1.601 0.042
H -4.596 -0.413 -0.933 0.043
H -3.240 -0.611 -1.196 -0.041
H 0.306 3.647 -0.037 0.044
H 0.489 3.323 -1.502 -0.039
H -2.324 -2.118 2.163 0.055
H -3.054 -0.920 2.338 -0.013
H 2.856 0.644 1.725 0.041
H 3.714 1.796 1.345 0.005
O 0.263 0.113 -0.243 -0.033
O 2.896 -3.002 -1.609 -0.023
O -3.828 0.061 -1.270 -0.013
O -0.031 3.772 -0.937 -0.011
O -2.947 -1.541 1.683 -0.023
O 3.753 0.865 1.398 -0.045
```

As for the HOMO energy: -0.4185 hartree. Its energy above the lowest of the compared OMol25 structures with the same formula, charge and spin is 56.9 kcal/mol. The SMILES is O.O.O.O.O.O.

***

# 5
Entry from OMol25: a cluster of 2 separate species, C2H7NO2S in total at a distorted geometry (wB97M-V/def2-TZVPD).

Geometry as XYZ:
```
13
Properties=species:S:1:pos:R:3:lowdin_charge:R:1
C 1.775 0.108 -0.028 -0.086
C 0.657 1.146 0.210 -0.445
N -1.901 -1.545 -0.437 -0.215
O -2.283 0.263 1.170 -0.500
O -0.189 1.241 -0.833 -0.225
S -2.344 0.044 -0.244 0.958
H 1.825 -0.088 -1.098 0.067
H 2.740 0.487 0.299 0.061
H 1.579 -0.827 0.491 0.055
H 1.099 2.142 0.397 0.115
H 0.092 0.899 1.139 0.100
H -1.358 -1.984 0.294 0.061
H -1.693 -1.888 -1.360 0.054
```

As for the HOMO energy (spin up / spin down): -0.3482 / -0.3002 hartree. Its energy above the lowest of the compared OMol25 structures with the same formula, charge and spin is 83.8 kcal/mol.